Version A
The following is a DFT calculation (wB97M-V/def2-TZVPD) of 3 unconnected molecules or ions with the total composition C3H15N2O2.

The LUMO energy is -2.74 eV. As for the net charge: +1. For the HOMO-LUMO gap, the calculation gives 10.2268 eV.

Geometry as XYZ:
```
22
Properties=species:S:1:pos:R:3:mulliken_charge:R:1
C -0.445 -0.202 -0.018 -0.681
C -0.754 -0.191 -1.541 -0.456
C -0.657 -1.618 -2.056 -0.671
N 0.762 -1.929 -2.401 -0.620
N 1.015 -0.106 0.223 -0.184
H -0.797 -1.196 0.271 0.336
H -1.068 0.526 0.491 0.318
H -0.088 0.521 -2.043 0.337
H -1.745 0.245 -1.657 0.302
H -1.135 -2.410 -1.452 0.388
H -1.219 -1.888 -2.953 0.391
H 0.941 -1.275 -3.155 0.229
H 0.876 -2.826 -2.858 0.267
H 1.378 0.697 -0.288 0.407
H 1.298 0.243 1.197 0.222
H 1.479 -0.972 -0.026 0.403
H 1.426 0.522 3.538 0.350
H 0.423 1.386 2.913 0.319
O 1.169 0.829 2.667 -0.636
H -1.069 3.446 1.941 0.294
H -1.914 2.477 2.758 0.331
O -1.186 2.517 2.112 -0.644
```

***

Version B
The following is a DFT calculation (wB97M-V/def2-TZVPD) of 3 unconnected molecules or ions with the total composition C3H15N2O2.

The LUMO energy is -3.02 eV. As for the net charge: +1. For the HOMO-LUMO gap, the calculation gives 9.3927 eV.

Geometry as XYZ:
```
22
Properties=species:S:1:pos:R:3:mulliken_charge:R:1
C 0.214 1.281 -0.972 -0.516
N 0.502 2.675 -0.788 -0.501
C 0.643 0.300 0.130 -0.674
N -0.583 -0.026 0.936 -0.187
C -0.384 -0.908 2.095 -0.761
H -0.862 1.112 -1.173 0.218
H 0.673 0.898 -1.898 0.327
H 0.623 3.131 -1.680 0.231
H 1.190 2.992 -0.110 0.211
H 0.973 -0.661 -0.334 0.486
H 1.550 0.536 0.647 0.473
H -1.316 -0.488 0.283 0.488
H -1.100 0.856 1.201 0.380
H 0.663 -1.309 2.162 0.277
H -0.396 -0.533 3.162 0.327
H -1.190 -1.664 1.995 0.262
H 3.256 -1.166 -1.686 0.285
H 1.990 -1.518 -2.640 0.287
O 2.307 -1.149 -1.814 -0.608
H -2.876 -2.152 0.594 0.337
H -3.277 -0.768 -0.116 0.356
O -2.598 -1.439 0.007 -0.698
```

***

Ranking the structures above by stability puts version A first and version B last.